No. 1
{
  "formula": "C59H44Cl2FGeN3P3Ti",
  "method": "ωB97M-V with the def2-TZVPD basis set",
  "e_homo_ev": [-10.40, -10.58],
  "total_energy_ev": -201623.1853,
  "charge": 1,
  "spin_multiplicity": 3,
  "e_lumo_ev": [-3.3, -3.4],
  "s2": 2.0094,
  "elements": ["Ti", "F", "Ge", "C", "C", "C", "C", "C", "C", "P", "C", "C", "C", "C", "C", "C", "C", "C", "C", "C", "C", "C", "C", "C", "C", "C", "C", "C", "P", "C", "C", "C", "C", "C", "C", "C", "C", "C", "C", "C", "C", "C", "C", "C", "C", "C", "C", "P", "C", "C", "C", "C", "C", "C", "C", "C", "C", "C", "C", "C", "H", "H", "H", "H", "H", "H", "H", "H", "H", "H", "H", "H", "H", "H", "H", "H", "H", "H", "H", "H", "H", "H", "H", "H", "H", "H", "H", "H", "H", "H", "H", "H", "H", "H", "H", "H", "H", "H", "H", "H", "H", "H", "Cl", "C", "Cl", "H", "H", "N", "C", "C", "C", "N", "C", "N"],
  "xyz": [[0.315, 0.100, 0.280], [2.046, 2.405, -2.914], [1.207, 1.135, -2.002], [2.281, 1.799, -0.385], [3.634, 1.771, -0.728], [4.535, 2.567, -0.044], [4.098, 3.435, 0.954], [2.760, 3.471, 1.301], [1.846, 2.624, 0.669], [0.094, 2.544, 1.122], [-0.549, 4.213, 0.786], [-1.094, 5.036, 1.765], [-1.532, 6.314, 1.426], [-1.434, 6.767, 0.119], [-0.898, 5.941, -0.866], [-0.460, 4.669, -0.534], [-0.104, 2.336, 2.928], [-1.380, 1.953, 3.342], [-1.637, 1.679, 4.682], [-0.610, 1.764, 5.612], [0.667, 2.135, 5.203], [0.919, 2.421, 3.869], [2.085, -0.397, -2.825], [2.672, -0.154, -4.072], [3.372, -1.154, -4.727], [3.518, -2.409, -4.144], [2.946, -2.664, -2.909], [2.213, -1.671, -2.252], [1.519, -1.999, -0.596], [0.550, -3.539, -0.664], [0.209, -4.179, -1.849], [-0.529, -5.360, -1.818], [-0.946, -5.893, -0.609], [-0.634, -5.243, 0.580], [0.104, -4.072, 0.551], [3.027, -2.503, 0.347], [3.258, -3.810, 0.767], [4.401, -4.124, 1.501], [5.319, -3.139, 1.819], [5.111, -1.836, 1.376], [3.977, -1.526, 0.646], [-0.492, 1.538, -2.901], [-0.405, 2.366, -4.033], [-1.529, 2.612, -4.804], [-2.757, 2.047, -4.468], [-2.853, 1.233, -3.358], [-1.723, 0.975, -2.575], [-1.868, -0.062, -1.098], [-2.449, -1.666, -1.776], [-2.256, -1.919, -3.138], [-2.750, -3.079, -3.720], [-3.426, -4.012, -2.950], [-3.569, -3.801, -1.586], [-3.076, -2.643, -1.001], [-3.330, 0.716, -0.290], [-4.545, 0.076, -0.078], [-5.612, 0.757, 0.502], [-5.483, 2.086, 0.868], [-4.283, 2.749, 0.626], [-3.224, 2.067, 0.048], [3.978, 1.162, -1.556], [5.583, 2.538, -0.316], [4.803, 4.091, 1.450], [2.416, 4.167, 2.056], [-1.179, 4.694, 2.786], [-1.949, 6.956, 2.193], [-1.771, 7.765, -0.136], [-0.821, 6.290, -1.889], [-0.038, 4.033, -1.306], [-2.184, 1.863, 2.619], [-2.637, 1.395, 4.991], [-0.799, 1.530, 6.653], [1.474, 2.191, 5.924], [1.927, 2.670, 3.570], [2.591, 0.830, -4.519], [3.819, -0.951, -5.693], [4.087, -3.180, -4.647], [3.076, -3.636, -2.446], [0.531, -3.777, -2.802], [-0.772, -5.863, -2.746], [-1.519, -6.813, -0.592], [-0.944, -5.659, 1.532], [0.368, -3.596, 1.491], [2.562, -4.600, 0.528], [4.562, -5.144, 1.826], [6.193, -3.378, 2.412], [5.828, -1.060, 1.614], [3.823, -0.505, 0.322], [0.538, 2.815, -4.299], [-1.450, 3.257, -5.672], [-3.634, 2.248, -5.072], [-3.810, 0.796, -3.092], [-1.746, -1.197, -3.762], [-2.609, -3.247, -4.782], [-3.829, -4.908, -3.406], [-4.072, -4.537, -0.971], [-3.200, -2.504, 0.065], [-4.688, -0.953, -0.372], [-6.550, 0.238, 0.660], [-6.317, 2.611, 1.318], [-4.173, 3.799, 0.875], [-2.324, 2.613, -0.187], [-1.405, -1.308, 1.802], [-2.236, -1.775, 3.349], [-3.850, -1.117, 3.412], [-1.635, -1.395, 4.161], [-2.269, -2.854, 3.329], [1.481, -0.144, 1.868], [1.842, -0.718, 2.819], [2.181, -1.436, 3.931], [1.225, -2.410, 4.380], [0.393, -3.156, 4.665], [3.440, -1.196, 4.580], [4.445, -0.980, 5.101]],
  "lowdin_spin": [1.61, 0.01, 0.11, 0.04, 0.00, 0.00, 0.00, 0.00, 0.01, 0.01, 0.00, 0.00, 0.00, 0.00, 0.00, 0.00, 0.00, 0.00, 0.00, 0.00, 0.00, 0.00, 0.02, 0.00, 0.00, 0.00, 0.00, 0.00, 0.02, 0.01, 0.00, 0.00, 0.00, 0.00, 0.00, 0.00, 0.00, 0.00, 0.00, 0.00, 0.00, 0.04, 0.01, 0.00, 0.00, 0.00, 0.01, 0.02, 0.00, 0.00, 0.00, 0.00, 0.00, 0.00, 0.00, 0.00, 0.00, 0.00, 0.00, 0.00, 0.00, 0.00, 0.00, 0.00, 0.00, 0.00, 0.00, 0.00, 0.00, 0.00, 0.00, 0.00, 0.00, 0.00, 0.00, 0.00, 0.00, 0.00, 0.00, 0.00, 0.00, 0.00, 0.00, 0.00, 0.00, 0.00, 0.00, 0.00, 0.00, 0.00, 0.00, 0.00, 0.00, 0.00, 0.00, 0.00, 0.00, 0.00, 0.00, 0.00, 0.00, 0.00, 0.02, 0.00, 0.00, 0.00, 0.00, 0.00, 0.03, 0.00, 0.00, 0.00, 0.00, 0.00]
}

No. 2
{
  "formula": "C59H44N7OS3Ti",
  "method": "ωB97M-V with the def2-TZVPD basis set",
  "e_homo_ev": [-2.63, -3.91],
  "total_energy_ev": -130000.8208,
  "charge": -1,
  "spin_multiplicity": 3,
  "e_lumo_ev": [1.9, 1.5],
  "s2": 2.0524,
  "elements": ["Ti", "C", "C", "C", "C", "C", "C", "C", "C", "C", "C", "C", "C", "C", "C", "C", "C", "C", "C", "C", "N", "C", "C", "C", "C", "C", "C", "C", "C", "C", "C", "C", "C", "N", "C", "C", "C", "C", "C", "N", "C", "C", "C", "C", "C", "C", "C", "C", "N", "H", "H", "H", "H", "H", "H", "H", "H", "H", "H", "H", "H", "H", "H", "H", "H", "H", "H", "H", "H", "H", "H", "H", "H", "H", "H", "H", "H", "C", "S", "C", "S", "N", "N", "C", "C", "C", "C", "C", "C", "N", "H", "H", "H", "H", "H", "H", "H", "H", "C", "S", "O", "C", "C", "C", "C", "C", "C", "H", "H", "H", "H", "H", "H", "H", "H"],
  "xyz": [[-0.239, 0.287, -0.144], [7.034, 2.620, 0.505], [6.875, 1.247, 0.369], [5.610, 0.705, 0.182], [4.479, 1.520, 0.137], [4.653, 2.900, 0.269], [5.918, 3.446, 0.449], [3.108, 0.964, -0.036], [2.601, 0.086, 0.980], [3.343, -0.416, 2.082], [2.442, -1.037, 2.926], [1.166, -0.918, 2.324], [-0.076, -1.206, 2.964], [-0.020, -1.695, 4.375], [0.438, -2.983, 4.654], [0.503, -3.447, 5.963], [0.102, -2.630, 7.014], [-0.347, -1.343, 6.747], [-0.410, -0.881, 5.437], [-1.313, -1.039, 2.377], [-1.522, -0.808, 1.026], [-2.881, -0.909, 0.812], [-3.465, -0.968, -0.440], [-4.936, -1.136, -0.575], [-5.647, -2.099, 0.147], [-7.035, -2.160, 0.096], [-7.746, -1.280, -0.707], [-7.049, -0.360, -1.482], [-5.666, -0.289, -1.416], [-2.693, -0.841, -1.649], [-3.125, -1.228, -2.938], [-2.129, -0.860, -3.825], [-1.111, -0.247, -3.062], [-1.443, -0.298, -1.726], [-0.011, 0.490, -3.601], [0.966, 1.082, -2.848], [2.101, 1.830, -3.356], [2.963, 2.005, -2.335], [2.397, 1.335, -1.168], [1.151, 0.849, -1.493], [0.101, 0.567, -5.085], [0.577, -0.538, -5.789], [0.672, -0.498, -7.176], [0.297, 0.647, -7.871], [-0.164, 1.755, -7.171], [-0.259, 1.716, -5.784], [-3.549, -1.097, 2.092], [-2.594, -1.209, 3.035], [1.288, -0.286, 1.107], [8.019, 3.046, 0.650], [7.741, 0.598, 0.404], [5.491, -0.365, 0.050], [3.776, 3.538, 0.244], [6.034, 4.519, 0.553], [4.402, -0.277, 2.239], [2.639, -1.497, 3.882], [0.746, -3.620, 3.832], [0.855, -4.453, 6.163], [0.144, -2.992, 8.034], [-0.656, -0.697, 7.561], [-0.749, 0.128, 5.227], [-5.102, -2.821, 0.742], [-7.562, -2.897, 0.690], [-8.828, -1.313, -0.735], [-7.593, 0.315, -2.132], [-5.130, 0.449, -1.998], [-4.058, -1.726, -3.162], [-2.115, -0.986, -4.897], [2.211, 2.163, -4.377], [3.927, 2.490, -2.358], [0.885, -1.417, -5.232], [1.039, -1.365, -7.713], [0.354, 0.669, -8.953], [-0.458, 2.650, -7.709], [-0.623, 2.577, -5.232], [-4.616, -1.130, 2.241], [-2.732, -1.383, 4.092], [-4.248, 3.830, -1.968], [-3.054, 2.486, -1.855], [-1.938, 3.065, -0.597], [-1.756, 4.698, -0.276], [-1.272, 2.020, -0.099], [-0.278, 2.061, 0.826], [-0.252, 2.919, 1.767], [0.857, 3.119, 2.713], [0.790, 4.224, 3.557], [1.828, 4.467, 4.440], [2.908, 3.600, 4.451], [2.888, 2.529, 3.568], [1.894, 2.288, 2.720], [-5.218, 3.371, -2.167], [-3.982, 4.523, -2.762], [-4.264, 4.360, -1.020], [-1.077, 3.607, 1.854], [-0.064, 4.889, 3.497], [1.795, 5.320, 5.106], [3.749, 3.750, 5.115], [3.714, 1.821, 3.536], [3.455, -3.114, -0.905], [2.180, -1.909, -1.377], [2.077, -2.017, -2.873], [0.789, -2.906, -0.762], [-0.259, -3.113, -1.643], [-1.367, -3.847, -1.237], [-1.415, -4.373, 0.047], [-0.342, -4.193, 0.914], [0.762, -3.455, 0.517], [3.118, -4.130, -1.103], [3.696, -2.964, 0.150], [4.315, -2.866, -1.530], [-0.179, -2.715, -2.648], [-2.192, -3.999, -1.923], [-2.280, -4.939, 0.372], [-0.366, -4.639, 1.902], [1.595, -3.316, 1.195]],
  "lowdin_spin": [0.90, 0.00, 0.00, 0.00, 0.01, 0.00, 0.00, 0.07, 0.05, 0.08, 0.06, 0.06, 0.05, 0.00, 0.00, 0.00, 0.00, 0.00, 0.00, 0.03, 0.07, 0.00, 0.09, 0.01, 0.01, 0.00, 0.01, 0.00, 0.01, 0.05, 0.06, 0.05, 0.05, 0.01, 0.06, 0.03, -0.01, 0.00, 0.01, 0.07, 0.01, 0.00, 0.00, 0.00, 0.00, 0.00, 0.00, -0.01, 0.00, 0.00, 0.00, 0.00, 0.00, 0.00, 0.00, 0.00, 0.00, 0.00, 0.00, 0.00, 0.00, 0.00, 0.00, 0.00, 0.00, 0.00, 0.00, 0.00, 0.00, 0.00, 0.00, 0.00, 0.00, 0.00, 0.00, 0.00, 0.00, 0.00, 0.00, 0.00, 0.00, -0.01, -0.01, 0.05, 0.00, 0.01, 0.00, 0.01, 0.00, 0.01, 0.00, 0.00, 0.00, 0.00, 0.00, 0.00, 0.00, 0.00, 0.00, 0.00, 0.00, 0.00, 0.00, 0.00, 0.00, 0.00, 0.00, 0.00, 0.00, 0.00, 0.00, 0.00, 0.00, 0.00, 0.00]
}